ORCA calculation (ωB97M-V/def2-TZVPD) on 2 unconnected molecules or ions with the total composition C3H6NO4S in a non-equilibrium geometry.

Geometry as XYZ:
```
15
C3H6NO4S ωB97M-V/def2-TZVPD
C -1.51234 -0.15286 -0.62538
C 1.09613 1.42066 1.38690
C -0.15782 0.24421 -0.17611
N -1.63245 -1.19087 -1.49875
O 0.92832 -1.17612 1.51727
O -2.50362 0.35621 -0.07805
O 1.01943 -2.09804 -0.74734
O -0.18032 1.15643 0.69714
S 1.33426 -0.92266 0.10710
H 1.86701 1.45519 0.63468
H 1.09484 0.73658 2.20279
H 0.91067 2.51388 1.51241
H 0.83421 1.03611 -1.84704
H -0.76080 -1.54501 -1.80344
H -2.33752 -1.83370 -1.28220
```

Calculated values
Gap between HOMO and LUMO (spin up / spin down): 7.494 / 7.501 eV
LUMO (spin up / spin down): 3.47 / 3.47 eV
Max |F|: 4.2 eV Å⁻¹
Total charge: -1
Energy relative to the best compared isomer or geometry (same formula, charge and spin): 383.5 kJ/mol
Multiplicity: 1



ORCA calculation (ωB97M-V/def2-TZVPD) on C15H16N2O in the gas phase.

Geometry as XYZ:
```
34
C15H16N2O ωB97M-V/def2-TZVPD
C 3.68468 0.05336 -0.12071
H 3.95644 1.09410 -0.28438
H 3.36516 -0.06261 0.91318
H 4.56790 -0.56178 -0.27614
C 2.57831 -0.36704 -1.08794
C 1.37792 0.54463 -0.96424
O 1.09942 1.37192 -1.80451
N 0.65245 0.47569 0.20208
C 0.79918 -0.49409 1.19799
N 0.92976 -1.75828 0.81391
C 1.05382 -2.69774 1.73318
C 1.04540 -2.44137 3.09353
C 0.91114 -1.12162 3.50201
C 0.78546 -0.12960 2.54893
H 0.70583 0.90645 2.83924
H 0.91369 -0.86799 4.55224
H 1.14525 -3.24162 3.80884
H 1.15762 -3.70431 1.34945
C -0.44001 1.43669 0.31816
C -1.55578 1.11866 -0.64816
C -1.98231 -0.19213 -0.81796
C -3.01108 -0.48418 -1.69534
C -3.62732 0.53057 -2.40717
C -3.20634 1.83862 -2.24131
C -2.17387 2.13064 -1.36797
H -1.83873 3.15062 -1.25062
H -3.67819 2.63380 -2.79971
H -4.42931 0.30155 -3.09352
H -3.33103 -1.50792 -1.82430
H -1.49956 -0.99031 -0.27217
H -0.82638 1.40721 1.33934
H -0.04997 2.43674 0.10745
H 2.28088 -1.39698 -0.89836
H 2.93709 -0.27834 -2.11422
```

Calculated values
Structure (SMILES): CCC(=O)N(Cc1ccccc1)c1ccccn1
Gap between HOMO and LUMO: 9.543 eV
LUMO: 0.72 eV
Max |F|: 0.7 eV Å⁻¹
Total charge: 0
Energy relative to the best compared isomer or geometry (same formula, charge and spin): 50.7 kJ/mol
Multiplicity: 1



ORCA calculation (ωB97M-V/def2-TZVPD) on a molecular structure, C28H36As2AuSi in a non-equilibrium geometry.

Geometry as XYZ:
```
68
C28H36As2AuSi ωB97M-V/def2-TZVPD
C -0.90328 0.18959 2.01300
C -0.48506 -1.19867 1.74200
C 0.92105 -1.27336 2.06059
H -1.16244 -2.04288 1.63068
C 1.36223 0.00632 2.45362
C 0.26843 0.90408 2.44183
H 0.29582 1.93510 2.78289
H -1.94336 0.50229 2.13009
H 1.51638 -2.18306 2.07361
H 2.37848 0.24821 2.77626
Au -0.58807 -0.16116 -0.23703
C -0.93261 -4.36610 -4.46910
H 0.07126 -3.93976 -4.38258
H -0.94585 -5.36950 -4.03001
H -1.66063 -3.73379 -3.95196
Si -1.15588 -2.05446 -1.54669
C -3.03281 -2.18420 -1.57143
C -3.73746 -2.23461 -0.35517
H -3.20457 -2.32939 0.59698
C -5.13745 -2.15688 -0.33965
H -5.66321 -2.08879 0.61617
C -5.84545 -2.14506 -1.54362
H -6.93459 -2.08012 -1.53327
C -5.15793 -2.17234 -2.76402
H -5.70967 -2.15103 -3.70463
C -3.75759 -2.18227 -2.77970
H -3.22895 -2.18696 -3.73608
C -0.51866 -3.63751 -0.74988
C -1.35230 -4.72274 -0.41033
H -2.41355 -4.70909 -0.67269
C -0.83798 -5.82461 0.29098
H -1.50446 -6.63649 0.59001
C 0.52145 -5.87656 0.61795
H 0.91740 -6.72045 1.18485
C 1.37054 -4.83385 0.23348
H 2.43607 -4.87239 0.47075
C 0.85242 -3.72283 -0.44155
H 1.52517 -2.90548 -0.71319
H -0.54274 -1.90186 -2.89293
H -1.20949 -4.42438 -5.52954
C 3.51272 3.44471 -1.74029
As 2.30241 2.45167 -0.54025
C 2.98195 3.15433 1.14805
C 0.74761 3.70572 -0.67661
C 0.80489 4.98087 -0.11468
C -0.22858 5.89972 -0.36487
C -1.33004 5.51839 -1.12857
C -1.43426 4.20363 -1.61290
C -0.38787 3.30187 -1.41530
As -0.50738 1.42316 -2.05464
C -1.99056 1.50876 -3.32023
C 0.99920 1.11925 -3.27791
H 4.40447 2.82281 -1.87940
H 3.78120 4.39184 -1.26707
H 3.01537 3.59974 -2.70276
H 3.40367 4.14875 0.97236
H 2.15863 3.18089 1.86844
H 3.76164 2.45621 1.47275
H 1.64770 5.26059 0.51378
H -0.15008 6.91050 0.04214
H -2.12178 6.23800 -1.34573
H -2.32490 3.88234 -2.15632
H -1.81358 2.34436 -4.01155
H -2.03135 0.55416 -3.85725
H -2.91326 1.66711 -2.74937
H 1.24238 2.05263 -3.79786
H 1.86490 0.74867 -2.72152
H 0.66109 0.36563 -3.99428
```

Calculated values
Gap between HOMO and LUMO (spin up / spin down): 7.083 / 5.685 eV
LUMO (spin up / spin down): -2.34 / -5.78 eV
Max |F|: 2.8 eV Å⁻¹
Total charge: +1
Energy relative to the best compared isomer or geometry (same formula, charge and spin): 0.0 kJ/mol
Multiplicity: 3
<S²>: 2.02